1.
Computed, not measured: C24H16MnN6O6 as an isolated structure, with ωB97M-V/def2-TZVPD.

Geometry as ORCA input:
```
! RIJCOSX wB97M-V def2-TZVPD def2/J DEFGRID3
* xyz 1 5
Mn -1.122 -1.005 -0.501
O 3.545 4.039 1.734
O 5.202 3.353 2.934
O -0.138 0.698 0.615
O 4.175 -2.729 3.173
O 0.816 -1.126 -0.146
O 5.747 -1.373 3.760
N 4.196 3.178 2.286
N 4.693 -1.632 3.229
N -3.409 -0.613 1.160
N -1.668 -2.212 1.047
N -2.855 -0.210 0.109
N -1.430 0.158 -1.966
C 0.301 1.353 -3.246
C 2.826 -0.806 1.863
C 3.717 1.784 2.147
C -0.424 0.196 -2.947
C 4.444 0.772 2.748
C 0.976 -1.073 -4.445
C -2.654 2.231 -2.542
C -4.226 1.806 -0.229
C 2.122 0.242 1.288
C -4.456 2.890 -1.031
C -1.592 -4.055 2.547
C -1.072 -3.320 1.497
C 1.683 0.079 -4.755
C -2.813 -1.790 1.636
C -0.083 -1.015 -3.552
C -3.190 0.925 -0.581
C -3.386 -2.467 2.699
C -2.369 1.119 -1.725
C 0.862 -0.041 0.554
C 2.557 1.553 1.432
C 1.340 1.288 -4.157
C 3.963 -0.515 2.592
C -2.764 -3.619 3.153
C -3.675 3.078 -2.189
H -1.078 -4.941 2.888
H 2.510 -1.831 1.749
H 0.081 2.284 -2.740
H 2.501 0.040 -5.460
H -3.188 -4.173 3.979
H -3.892 3.924 -2.829
H 5.342 0.978 3.310
H 2.013 2.381 1.003
H -2.097 2.393 -3.453
H -5.231 3.601 -0.788
H -4.807 1.612 0.662
H 1.898 2.184 -4.392
H -0.684 -1.899 -3.358
H -0.146 -3.594 1.007
H 1.235 -2.014 -4.910
H -4.293 -2.085 3.143
*
```

Summary:
LUMO energy (alpha / beta) = -5.278 / -5.450 eV
ΔE to the lowest compared entry with this formula, charge and spin = 2.6 kcal/mol
Kohn-Sham gap (alpha / beta) = 5.8 / 5.8 eV
Molecular weight = 539.4 g mol⁻¹
DFT total energy = -2854.7875 Eh

=====

2.
Computed, not measured: C24H17Br4N3O6S3W as an isolated structure, with ωB97M-V/def2-TZVPD.

Geometry as ORCA input:
```
! RIJCOSX wB97M-V def2-TZVPD def2/J DEFGRID3
* xyz 2 1
W -0.303 -0.003 -0.217
Br -0.892 3.405 -3.714
Br 2.990 -1.884 -3.277
Br 3.563 0.377 -5.685
Br 1.623 3.031 -5.892
S -3.382 0.141 -0.602
S -1.588 -2.591 -0.583
S -1.801 0.811 2.135
O 1.599 0.508 -0.061
O -0.925 0.984 -1.775
O 5.855 3.517 -0.494
O 0.534 -0.988 -1.615
O 5.127 5.665 -0.110
O 0.102 1.902 0.471
N 1.496 -4.062 2.252
N -0.148 -1.195 1.289
N 0.609 -0.308 4.575
C -1.782 -3.023 1.174
C 1.932 -0.368 -3.512
C 4.107 4.838 0.008
C 0.931 -3.077 2.412
C 2.320 2.798 0.153
C 4.533 3.515 -0.221
C 2.142 0.597 -4.491
C -1.252 -1.843 1.978
C 0.447 -1.016 3.687
C 1.371 1.782 0.233
C 0.242 1.922 -3.701
C 0.150 -1.860 2.544
C -3.348 1.642 1.755
C 0.035 0.944 -2.740
C 6.301 4.870 -0.410
C 1.901 4.129 0.379
C -4.265 0.914 0.778
C 0.865 -0.170 -2.646
C 3.674 2.470 -0.157
C 2.793 5.174 0.307
C -3.264 -2.524 -1.240
C -2.265 -0.873 2.597
C 1.305 1.737 -4.582
C -4.154 -1.499 -0.569
H -5.109 -1.444 -1.092
H -3.123 -2.307 -2.301
H -2.276 -0.975 3.683
H 3.988 1.450 -0.327
H 7.013 4.982 0.405
H -4.360 -1.782 0.464
H 0.861 4.317 0.609
H -3.013 2.599 1.349
H 2.504 6.202 0.473
H -3.887 1.858 2.677
H -3.705 -3.519 -1.176
H -4.838 0.142 1.289
H 6.703 5.192 -1.368
H -2.822 -3.241 1.411
H -1.195 -3.923 1.355
H -3.261 -1.105 2.225
H -4.981 1.627 0.371
*
```

Summary:
LUMO energy = -8.591 eV
ΔE to the lowest compared entry with this formula, charge and spin = 53.8 kcal/mol
Kohn-Sham gap = 5.2 eV
Molecular weight = 1043.1 g mol⁻¹
DFT total energy = -13097.5595 Eh

=====

3.
Computed, not measured: C24H17ClN5O2SV as an isolated structure, with ωB97M-V/def2-TZVPD.

Geometry as ORCA input:
```
! RIJCOSX wB97M-V def2-TZVPD def2/J DEFGRID3
* xyz 2 1
V 0.133 0.204 -0.156
Cl -3.705 3.783 -4.775
S 2.373 -0.143 -0.018
O -0.325 1.850 0.202
O 0.088 0.400 -1.899
N -0.134 -1.901 0.218
N -1.882 -0.139 -0.159
N 3.492 -1.516 1.974
N 0.448 0.159 1.929
N 1.446 -0.607 2.464
C -0.792 1.191 -2.549
C -1.164 1.869 2.420
C -1.644 -3.399 1.416
C -2.720 3.597 3.052
C -3.030 2.079 -2.815
C -0.386 1.874 -3.689
C -3.852 -2.555 1.925
C -1.351 -2.184 0.786
C -1.978 2.487 3.381
C -1.838 3.562 0.801
C -1.280 2.681 -4.358
C -2.342 -1.199 0.660
C -0.646 -4.399 1.378
C -2.606 2.787 -3.918
C 0.757 -2.880 0.169
C 0.526 -4.148 0.720
C -2.125 1.291 -2.091
C -0.268 0.812 2.789
C -2.629 0.462 -1.025
C -2.644 4.137 1.761
C -2.922 -3.556 2.006
C -3.575 -1.361 1.223
C -1.109 2.422 1.130
C 2.417 -0.794 1.624
H -3.349 4.067 3.795
H -4.824 -2.682 2.382
H -0.098 0.600 3.842
H 3.611 -1.761 2.946
H -3.700 0.266 -1.011
H -3.217 5.021 1.516
H -1.749 3.975 -0.195
H -2.007 2.086 4.386
H -4.335 -0.594 1.139
H -0.968 3.228 -5.237
H 0.636 1.767 -4.028
H -3.157 -4.482 2.515
H 1.699 -2.664 -0.313
H 4.307 -1.528 1.386
H -0.827 -5.358 1.847
H -4.066 2.139 -2.505
H 1.297 -4.900 0.634
*
```

Summary:
LUMO energy (alpha / beta) = -8.358 / -8.359 eV
ΔE to the lowest compared entry with this formula, charge and spin = 0.0 kcal/mol
Kohn-Sham gap (alpha / beta) = 6.1 / 6.1 eV
Molecular weight = 525.9 g mol⁻¹
DFT total energy = -3150.9538 Eh

=====

4.
Computed, not measured: C24H17F3N3O5S2Sn as an isolated structure at a distorted geometry, with ωB97M-V/def2-TZVPD.

Geometry as ORCA input:
```
! RIJCOSX wB97M-V def2-TZVPD def2/J DEFGRID3
* xyz 1 1
Sn 1.029 1.774 2.027
S -1.604 -0.914 0.915
S 3.277 -0.088 1.367
F 0.270 -2.535 1.758
F -1.148 -1.969 3.269
F -1.752 -3.290 1.660
O -2.779 -0.342 1.793
O 2.235 -0.420 2.365
O -1.924 -1.450 -0.337
O -0.600 0.155 0.948
O 4.662 0.167 1.805
N -7.360 -3.185 -3.353
N 1.408 3.626 0.505
N 2.632 1.270 0.749
C -4.017 -1.133 2.283
C 2.428 -1.191 -0.865
C 3.166 2.123 -0.222
C 2.473 3.379 -0.339
C -4.929 -1.518 1.100
C -0.982 -2.292 1.944
C 2.929 -3.491 -1.347
C 3.288 -1.278 0.183
C -5.892 -2.523 1.203
C 2.322 -2.270 -1.737
C 4.309 1.908 -1.033
C 1.271 5.860 -0.374
C -5.515 -1.167 -1.172
C -6.755 -2.762 0.107
C 4.086 -2.382 0.469
C 3.872 -3.485 -0.286
C -7.035 -2.663 -2.353
C -4.760 -0.804 -0.054
C 4.060 4.082 -2.082
C 2.367 5.648 -1.200
C 4.678 2.866 -2.016
C 2.950 4.372 -1.184
C 0.936 4.868 0.537
C -6.525 -2.111 -1.116
H -7.467 -3.528 0.208
H 2.812 -4.426 -1.944
H 1.704 -2.161 -2.681
H 4.837 -2.354 1.289
H -6.039 -3.137 2.105
H 2.716 6.366 -1.866
H -5.206 -0.672 -2.050
H 0.756 6.801 -0.266
H -4.605 -0.529 2.959
H 1.789 -0.339 -0.913
H 4.321 4.819 -2.934
H -3.656 -2.027 2.764
H 5.475 2.688 -2.695
H 4.422 -4.395 -0.103
H 0.142 4.964 1.262
H 5.016 1.078 -0.896
H -4.086 0.017 -0.159
*
```

Summary:
LUMO energy = -3.746 eV
ΔE to the lowest compared entry with this formula, charge and spin = 1.6 kcal/mol
Kohn-Sham gap = 7.6 eV
Molecular weight = 667.3 g mol⁻¹
DFT total energy = -2775.2410 Eh